# 1
DFT (wB97M-V/def2-TZVPD) results for one molecule with the formula C4H8Si2 in a non-equilibrium geometry.

Each line ends with the Mulliken charge.
Cartesian coordinates (Å):
C 0.0763 -0.0347 -0.1879  0.048
H -0.2546 3.3379 1.4986  -0.120
H 2.0126 -2.6727 -1.2994  0.343
C -0.1893 1.2668 -0.5236  -0.522
H -0.3402 -0.3856 0.7979  -0.105
H -1.1269 1.2123 2.0487  -0.151
C 1.1192 -2.1720 -0.7780  -0.254
H 0.1757 1.6694 -1.3595  0.517
H 1.3360 -0.4364 -1.7642  0.339
H -2.1866 2.6335 0.3851  -0.139
C 0.9017 -0.8710 -0.9520  -0.358
H -0.9754 -2.9044 0.3528  -0.058
Si -0.9714 2.1542 0.9463  0.453
Si 0.4228 -2.7974 0.8351  0.008

Cartesian forces, eV/Å:
-1.49 2.17 0.98
0.12 -0.18 -0.22
-1.65 0.78 0.42
-0.95 -2.88 5.36
0.47 0.07 -0.91
-0.17 -0.29 0.15
1.61 -1.17 0.49
1.40 1.51 -3.29
1.41 1.54 -2.14
-1.30 0.51 0.04
-0.05 -1.96 -0.43
-0.61 -0.02 -0.14
0.74 0.42 -0.82
0.47 -0.51 0.52

As for the HOMO energy: -8.125 eV. The energy above the lowest of the compared OMol25 structures with the same formula, charge and spin comes out at 50.0 kcal per mole. The calculation puts the orbital gap at 7.404 eV. Its spin multiplicity is 1. Its net charge is 0.

=====

# 2
DFT (wB97M-V/def2-TZVPD) results for C4H9AgBrNO4S2 as an isolated structure in a non-equilibrium geometry.

Each line ends with the Mulliken charge.
Cartesian coordinates (Å):
O -3.6622 1.6426 -0.4678  -0.521
H 0.7869 -1.1082 -1.4448  0.350
H 3.1618 -0.3063 -0.3394  0.338
Ag -3.0337 -2.7474 -0.7428  0.619
H 1.9456 -1.5023 1.4027  0.287
O -4.6337 -0.5275 -1.2855  -0.591
H 2.3977 0.7284 -1.7188  0.305
S -3.5612 0.0995 -0.3187  1.070
C 2.3661 1.6690 0.4721  -0.846
N -2.0166 -0.5788 -0.7756  -0.373
O -0.8516 0.9357 1.2445  -0.585
C 0.8921 -0.4949 -0.4260  0.084
H 1.0803 -2.7059 0.2327  0.235
O -0.6216 1.7341 -1.1105  -0.615
H -0.0218 -1.6757 1.3951  0.227
H 1.3770 2.2656 0.6580  0.278
C 2.2441 0.4185 -0.5805  -0.688
C 0.9761 -1.6428 0.7627  -0.904
H 3.1254 2.4461 -0.0222  0.293
S -0.7027 0.4656 -0.2266  0.859
Br -4.1289 -0.4524 1.8093  -0.064
H 2.8811 1.3371 1.4819  0.243

Cartesian forces, eV/Å:
0.94 -5.76 1.45
-0.04 1.56 2.10
-2.14 1.33 -0.55
0.12 0.92 -0.11
-2.13 -0.08 -1.00
3.84 0.07 3.65
-0.67 -0.41 2.62
-1.99 4.79 -5.37
1.05 0.80 -0.56
-1.35 1.04 1.73
0.24 -2.74 -4.11
0.66 -2.41 -0.87
-0.19 2.30 1.13
-0.12 -4.83 1.92
2.30 0.26 -1.07
1.84 -1.47 -0.35
0.38 -0.12 0.26
-0.14 -0.64 -0.63
-1.61 -1.68 1.08
-0.03 6.58 1.49
0.39 -0.10 -0.77
-1.35 0.57 -2.02

As for the HOMO energy: -9.731 eV. The calculation puts the orbital gap at 7.261 eV. Its spin multiplicity is 1. Its net charge is 0.

=====

# 3
DFT (wB97M-V/def2-TZVPD) results for C4H9AlBr3Cl3F6KNO5P2V as an isolated structure in a non-equilibrium geometry.

Each line ends with the Mulliken charge.
Cartesian coordinates (Å):
N 3.6785 1.1915 -0.8650  -0.167
O -4.8324 -2.3592 3.5968  -0.293
P 1.8372 1.5376 -1.2243  0.365
C -5.5169 -3.3239 2.8384  -0.293
Br 2.6080 -0.7318 1.0000  -0.620
P 4.8800 2.5000 -4.8862  0.915
H 3.7830 0.2725 -0.2000  0.264
H -3.0655 -3.1972 1.3982  0.270
H -5.9378 -2.2320 1.0364  0.346
H -5.1585 -4.3076 3.1260  0.382
C -3.8308 -2.4229 1.4643  -0.272
F 3.4707 3.3157 -5.1462  -0.309
H 4.1455 1.0890 -1.8063  0.388
Cl -0.7178 0.3421 1.7359  -0.387
O -2.0016 2.7696 3.6576  -0.686
O 1.8448 2.8245 -2.1909  -0.381
O -5.0215 1.2368 3.9515  -0.718
F 6.2033 2.4120 -3.8922  -0.309
H -5.3432 -3.8600 0.7274  0.360
C -5.2450 -3.0007 1.3859  -0.504
K 2.2943 -1.4558 3.2202  0.939
Br -7.8295 -4.2708 3.4621  -0.078
H -6.6777 -3.2504 3.0830  0.308
H -3.6622 -1.6583 0.7120  0.299
F 5.8856 1.9537 -6.0650  -0.291
F 4.2059 2.1100 -3.3504  -0.346
V -3.4802 1.9286 3.7745  1.688
O -3.0310 -1.0557 3.2873  -0.438
C -3.8126 -1.8327 2.8521  0.382
F 4.0415 1.1779 -5.4002  -0.319
H 2.5805 2.6734 -2.8446  0.522
Cl 4.5000 2.5775 -0.1160  0.142
Br 0.9042 2.3106 0.6421  0.037
F 5.4618 3.9924 -5.2656  -0.326
Cl 7.1187 0.3504 -3.3584  -0.319
Al 5.7210 0.3930 -0.3404  0.449

Cartesian forces, eV/Å:
0.76 1.56 -0.28
-0.62 -0.23 0.31
-2.36 -0.38 -1.13
3.38 -0.02 -0.66
1.30 1.13 -5.18
1.31 0.46 -3.20
-1.90 0.74 -0.25
0.06 0.06 -0.04
0.02 0.01 -0.01
-0.44 -0.13 0.23
-0.52 0.01 0.17
-0.02 -0.79 0.36
-0.61 0.40 -0.31
-1.17 -0.23 0.94
-2.78 -0.45 0.73
1.15 -0.93 1.09
2.37 2.15 0.03
-0.51 0.57 -0.39
-0.04 -0.07 0.11
-0.69 -0.06 -0.36
-1.06 -1.74 5.57
-1.42 -0.70 0.39
-0.33 0.78 0.01
0.26 0.00 0.04
-0.44 0.70 0.19
-1.35 0.29 1.10
1.13 -2.47 -1.30
0.12 0.68 0.78
0.12 -0.05 -0.82
0.13 0.05 1.35
-0.22 0.46 -0.47
-0.24 0.04 -0.18
1.21 0.82 -0.88
0.03 -0.26 0.92
-0.08 -1.14 1.37
3.48 -1.26 -0.22

As for the HOMO energy: -9.387 eV. The calculation puts the orbital gap at 0.934 eV. Its spin multiplicity is 1. Its net charge is +1.

=====

# 4
DFT (wB97M-V/def2-TZVPD) results for C4H9BBr3O2P as an isolated structure in a non-equilibrium geometry.

Each line ends with the Mulliken charge.
Cartesian coordinates (Å):
O -0.6899 -0.6123 -0.5374  -0.430
C -2.8534 -3.5912 -1.3448  -0.153
P -0.7414 0.5922 0.7133  0.001
C 0.5643 3.2984 0.3784  -0.849
H 0.9030 3.6787 1.3813  0.315
H 2.6276 1.3165 -1.1456  0.273
O -0.5882 -0.1465 2.2368  -0.443
H 0.0369 -0.8941 2.1880  0.293
H -1.9210 -3.1964 -0.9525  0.180
H -0.9438 -0.1232 -1.3385  0.303
H 1.1379 3.7846 -0.4663  0.287
H 4.1246 0.8856 0.9105  0.233
Br -2.5164 -4.1331 -3.1736  -0.018
C 2.2416 1.1464 -0.1033  -0.202
C 3.0890 0.4688 0.7985  -0.572
Br -4.1558 -2.1631 -1.2475  -0.022
H -0.5304 3.5390 0.2928  0.264
H 2.7605 -0.4642 1.3272  0.193
Br -3.3496 -5.0940 -0.2285  -0.013
B 0.8046 1.7079 0.3112  0.360

Cartesian forces, eV/Å:
0.67 0.70 1.25
0.06 0.06 0.05
-2.00 -0.01 0.31
-0.19 -0.47 -0.60
-0.08 -0.28 -0.95
0.43 1.42 1.39
0.62 -0.46 -2.09
-0.06 0.38 0.30
-0.15 -0.01 -0.06
-0.13 -0.32 0.27
-0.53 -0.20 1.11
-0.60 -1.48 -0.73
-0.09 0.07 0.28
0.29 -1.02 0.06
-1.18 0.91 -1.35
0.18 -0.25 -0.03
1.01 -0.14 0.05
0.05 1.76 0.63
0.04 0.23 -0.21
1.65 -0.88 0.33

As for the HOMO energy: -7.883 eV. The calculation puts the orbital gap at 7.411 eV. Its spin multiplicity is 1. Its net charge is 0.

=====

# 5
DFT (wB97M-V/def2-TZVPD) results for one molecule with the formula C4H9BN2 in a non-equilibrium geometry.

Each line ends with the Mulliken charge.
Cartesian coordinates (Å):
H -1.6513 -1.5218 -0.6839  0.293
C -1.7467 -0.8363 0.0684  -0.370
H -3.1195 0.5607 0.9840  0.263
H 3.1460 0.7048 -0.9818  0.216
N -1.1527 0.4662 -0.0180  -0.168
C 1.7050 -0.8636 -0.1247  -0.389
C -2.5644 0.3825 0.0882  -0.579
H 1.5571 -1.5999 0.7293  0.236
H -3.2200 0.5178 -0.6188  0.357
N 1.1944 0.4937 0.0193  -0.129
H 1.5195 -1.3039 -1.1923  0.186
H 0.0603 2.3599 -0.1868  -0.096
H 3.2118 0.3754 0.8271  0.271
H -1.5327 -1.3260 1.0659  0.169
C 2.5860 0.3714 -0.0373  -0.438
B 0.0072 1.2193 0.0614  0.176

Cartesian forces, eV/Å:
-0.02 -1.24 -2.35
1.64 0.29 4.07
0.44 0.44 1.20
-0.94 -0.48 1.32
-1.76 -0.04 -0.34
-1.23 -0.46 -1.50
1.90 -1.10 3.47
0.47 1.15 -1.09
-2.69 1.14 -4.79
0.90 -1.20 0.75
0.46 0.65 2.13
-0.24 0.76 0.54
0.11 0.60 0.81
-0.57 0.43 -1.02
1.03 -0.63 -2.07
0.50 -0.31 -1.13

As for the HOMO energy: -8.451 eV. The energy above the lowest of the compared OMol25 structures with the same formula, charge and spin comes out at 52.9 kcal per mole. The calculation puts the orbital gap at 9.377 eV. Its spin multiplicity is 1. Its net charge is 0. Its structure (SMILES) is B(N1CC1)N1CC1.

=====

# 6
DFT (wB97M-V/def2-TZVPD) results for C4H9Br3Si as an isolated structure in a non-equilibrium geometry.

Each line ends with the Mulliken charge.
Cartesian coordinates (Å):
H -0.5073 0.2065 2.5389  0.408
H -1.7250 1.9172 -0.3442  0.356
Br 2.6142 0.2615 -1.7342  0.043
C 1.8703 0.0729 -0.0356  -0.126
C -0.6835 -0.4812 1.7732  -1.213
H -0.6457 -0.9076 -2.4190  0.430
Si -0.1826 0.0593 0.0049  0.425
Br 2.6732 0.9807 1.2870  0.098
H -1.6859 -0.6321 1.8040  0.416
H -0.2246 2.7770 0.2888  0.269
C -0.8534 -1.1460 -1.4284  -1.118
Br 2.9314 -2.5618 0.5172  -0.349
H -0.2827 2.0429 -1.3281  0.305
C -0.7065 1.9466 -0.3827  -0.988
H -0.5220 -2.0419 -1.0252  0.302
H -1.9382 -1.1882 -1.5412  0.360
H -0.1315 -1.3060 2.0246  0.382

Cartesian forces, eV/Å:
0.62 1.61 0.92
-2.80 0.36 -0.12
0.03 -0.01 -0.07
-1.68 -1.56 -0.96
1.70 1.68 -2.53
1.60 0.24 -1.60
-0.06 0.73 -0.28
0.65 0.64 1.10
-3.13 -0.95 -0.08
-1.08 -1.76 -1.02
-1.04 2.51 2.43
-0.82 1.30 -0.24
0.22 0.60 -1.99
4.20 -0.81 2.99
0.77 -2.17 -0.08
-0.28 0.11 0.98
1.11 -2.51 0.57

As for the HOMO energy (alpha / beta): -9.295 / -8.704 eV. The energy above the lowest of the compared OMol25 structures with the same formula, charge and spin comes out at 13.5 kcal per mole. The calculation puts the orbital gap (alpha / beta) at 7.408 / 6.367 eV. Its spin multiplicity is 1. Its net charge is 0.

=====

# 7
DFT (wB97M-V/def2-TZVPD) results for a 2-piece molecular cluster, C4H9BrN overall in a non-equilibrium geometry.

Each line ends with the Mulliken charge.
Cartesian coordinates (Å):
C -0.2457 1.4172 0.6914  -0.282
H 0.6520 1.1312 1.0836  0.267
H -0.9867 2.1373 0.9775  0.298
H -1.9560 0.1938 -0.1935  0.336
C -0.1648 1.2021 -0.7735  -0.309
Br 3.3075 -0.2672 0.0141  -0.245
H 0.8670 1.2676 -1.2035  0.194
C -0.4279 -1.1213 0.1121  0.365
H -2.2869 -1.9611 -0.1592  0.319
H -0.7506 -3.1804 -0.1095  0.246
H 4.2201 0.4601 0.9419  0.253
H -0.7109 1.8319 -1.4496  0.279
C -1.2662 -2.1557 -0.1020  -0.820
H 0.6390 -1.1461 0.2092  0.102
N -0.8900 0.1906 -0.0391  -0.003

Cartesian forces, eV/Å:
-2.92 -0.41 -3.09
1.82 -0.43 2.06
0.16 0.03 0.96
2.10 0.49 0.37
1.59 2.70 -1.13
0.98 0.77 0.92
-0.76 -1.90 0.54
-0.46 -2.39 -0.85
-1.71 -0.28 -0.40
-1.47 1.55 0.05
-0.95 -0.74 -0.92
-1.01 -0.03 0.12
4.32 -0.29 0.98
0.33 -0.43 0.18
-2.01 1.35 0.22

As for the HOMO energy: -14.539 eV. The energy above the lowest of the compared OMol25 structures with the same formula, charge and spin comes out at 30.9 kcal per mole. The calculation puts the orbital gap at 11.303 eV. Its spin multiplicity is 1. Its net charge is +1.